A 9-piece molecular cluster, C71H155N9O9 overall in a non-equilibrium geometry. Source: the Open Molecules 2025 dataset; level of theory: ωB97M-V/def2-TZVPD.

```
244
Properties=species:S:1:pos:R:3
C 12.25 20.38 9.55
C 13.25 20.67 10.74
C 13.75 19.52 11.55
O 14.48 18.63 10.71
C 14.99 17.50 11.35
N 14.43 21.40 10.24
H 12.74 19.96 8.68
H 11.89 21.38 9.27
H 11.45 19.71 9.80
H 12.74 21.39 11.43
H 12.89 19.06 12.07
H 14.44 19.93 12.32
H 15.29 16.85 10.54
H 14.25 16.99 11.96
H 15.87 17.69 11.94
H 15.16 20.79 9.90
H 14.09 21.97 9.49
C 16.87 16.39 16.00
C 15.36 16.56 16.20
C 15.26 16.73 17.75
O 13.93 16.60 18.13
C 13.28 17.88 18.32
N 14.77 17.68 15.41
H 17.40 17.28 16.35
H 17.11 16.25 14.95
H 17.26 15.56 16.58
H 14.87 15.60 15.99
H 15.78 17.68 18.10
H 15.77 15.81 18.11
H 12.96 17.85 19.38
H 12.56 17.98 17.53
H 13.98 18.67 18.20
H 13.76 17.60 15.44
H 14.97 17.44 14.44
C 11.64 14.99 22.61
C 11.54 16.30 21.75
C 10.79 17.42 22.56
C 11.49 17.96 23.75
C 12.76 18.54 23.08
C 13.67 17.42 22.47
N 12.90 16.76 21.44
O 13.67 15.79 20.86
C 14.84 18.23 21.73
C 14.37 16.45 23.51
C 10.78 16.09 20.49
H 10.67 14.43 22.71
H 11.79 15.29 23.61
H 12.33 14.28 22.22
H 10.53 18.30 21.96
H 9.83 16.90 22.72
H 11.75 17.16 24.40
H 10.87 18.65 24.28
H 13.33 19.18 23.75
H 12.40 19.16 22.25
H 15.54 17.54 21.27
H 14.41 18.88 20.98
H 15.44 18.72 22.50
H 15.07 15.86 22.98
H 14.82 17.06 24.31
H 13.64 15.76 23.97
H 9.72 15.86 20.69
H 11.21 15.42 19.73
H 10.70 17.08 19.98
H 13.64 16.07 19.90
C 9.80 18.53 13.81
C 10.70 18.43 15.04
C 9.95 18.52 16.41
C 9.05 17.32 16.65
C 9.97 16.09 16.69
C 10.76 15.86 15.35
N 11.45 17.13 14.99
O 12.27 16.98 13.86
C 11.89 14.84 15.68
C 9.75 15.31 14.37
C 11.69 19.63 15.09
H 10.38 18.24 12.95
H 9.23 19.48 13.72
H 8.94 17.87 13.90
H 10.54 18.50 17.36
H 9.48 19.53 16.34
H 8.31 17.26 15.84
H 8.46 17.30 17.58
H 9.35 15.22 16.93
H 10.55 16.24 17.63
H 12.45 15.19 16.56
H 11.51 13.87 16.00
H 12.54 14.63 14.86
H 9.84 14.21 14.50
H 8.77 15.72 14.62
H 9.87 15.60 13.33
H 11.20 20.61 15.15
H 12.34 19.49 14.24
H 12.29 19.58 16.00
H 11.67 16.68 13.15
C 18.20 17.81 19.92
C 19.63 17.31 19.58
C 19.71 15.95 20.24
C 21.06 15.22 19.92
C 21.02 14.97 18.41
C 20.86 16.29 17.59
N 19.72 16.99 18.14
O 19.59 18.20 17.46
C 22.21 17.12 17.60
C 20.59 15.93 16.12
C 20.68 18.30 20.14
H 17.50 17.29 19.29
H 18.17 18.89 19.74
H 17.95 17.58 20.94
H 19.49 16.00 21.32
H 18.95 15.33 19.75
H 21.14 14.31 20.51
H 21.91 15.90 20.08
H 20.20 14.33 18.16
H 21.91 14.54 18.00
H 22.93 16.56 16.96
H 22.10 18.09 17.14
H 22.65 17.22 18.59
H 19.59 15.48 15.90
H 20.62 16.87 15.51
H 21.38 15.29 15.72
H 21.71 17.95 20.06
H 20.54 18.30 21.21
H 20.57 19.29 19.74
H 18.76 18.27 16.96
C 19.20 12.64 12.96
C 18.15 13.20 11.90
C 17.46 14.45 12.38
C 18.28 15.72 12.30
C 18.72 15.87 10.83
C 19.59 14.64 10.36
N 18.75 13.47 10.60
O 19.29 12.31 9.97
C 19.83 14.74 8.82
C 20.96 14.74 11.11
C 17.08 12.14 11.71
H 19.60 11.69 12.60
H 18.71 12.39 13.92
H 20.02 13.35 13.18
H 16.54 14.60 11.78
H 17.18 14.24 13.43
H 19.21 15.67 12.86
H 17.81 16.65 12.69
H 19.39 16.73 10.68
H 17.87 16.00 10.17
H 18.90 14.70 8.25
H 20.27 15.70 8.63
H 20.62 14.07 8.43
H 21.66 13.94 10.94
H 21.43 15.71 10.92
H 20.74 14.73 12.18
H 16.51 11.89 12.58
H 17.49 11.23 11.30
H 16.38 12.55 10.96
H 20.05 12.04 10.54
C 17.92 22.03 14.22
C 18.13 20.88 15.22
C 19.31 21.12 16.17
C 19.09 22.25 17.23
C 17.86 21.79 18.04
C 16.64 21.64 17.16
N 16.96 20.63 16.07
O 15.84 20.40 15.27
C 15.49 21.04 17.94
C 16.14 23.07 16.62
C 18.45 19.64 14.41
H 17.84 23.02 14.74
H 17.07 21.85 13.60
H 18.81 22.12 13.63
H 19.41 20.20 16.76
H 20.18 21.17 15.54
H 18.97 23.27 16.85
H 19.98 22.30 17.83
H 17.59 22.55 18.78
H 18.07 20.87 18.62
H 15.22 21.56 18.85
H 14.62 20.95 17.31
H 15.74 20.02 18.18
H 15.61 22.94 15.66
H 15.38 23.50 17.29
H 16.95 23.81 16.45
H 18.73 18.76 15.02
H 19.30 19.83 13.72
H 17.62 19.35 13.75
H 15.61 19.44 15.47
C 12.81 22.55 20.85
C 11.54 21.94 20.13
C 10.48 21.57 21.17
C 9.18 21.17 20.40
C 8.70 22.46 19.75
C 9.66 22.92 18.63
N 11.01 23.04 19.26
O 11.93 23.46 18.30
C 9.80 21.94 17.46
C 9.10 24.32 18.10
C 12.13 20.73 19.35
H 13.23 21.86 21.60
H 12.48 23.49 21.37
H 13.58 22.69 20.06
H 10.84 20.74 21.79
H 10.24 22.43 21.81
H 8.41 20.76 21.10
H 9.39 20.35 19.72
H 8.56 23.26 20.47
H 7.73 22.27 19.30
H 8.84 21.98 16.95
H 10.54 22.35 16.80
H 10.04 20.92 17.82
H 8.03 24.28 17.76
H 9.28 25.04 18.92
H 9.57 24.66 17.21
H 12.86 20.27 20.02
H 12.53 21.00 18.40
H 11.43 19.93 19.21
H 12.17 24.35 18.53
C 16.07 11.63 15.42
C 16.18 12.00 16.96
C 15.05 13.01 17.32
C 14.88 13.26 18.84
C 14.51 11.86 19.36
C 15.62 10.82 19.16
N 15.85 10.79 17.66
O 16.72 9.78 17.35
C 16.94 11.18 19.92
C 15.14 9.40 19.66
C 17.67 12.60 17.08
H 16.96 11.11 15.14
H 16.04 12.53 14.82
H 15.17 11.00 15.30
H 15.37 13.93 16.86
H 14.08 12.68 16.87
H 14.06 14.01 19.00
H 15.76 13.63 19.39
H 13.57 11.47 18.94
H 14.26 11.82 20.40
H 17.29 12.20 19.84
H 16.78 10.92 20.97
H 17.67 10.44 19.65
H 14.30 9.04 19.09
H 15.94 8.68 19.61
H 14.80 9.45 20.69
H 17.88 12.93 18.08
H 17.68 13.42 16.33
H 18.47 11.85 16.88
H 16.18 9.13 16.90
```

## Properties
Relative energy (zero: lowest compared OMol25 entry of this formula, charge and spin) ... 33.96 kJ/mol
Calculated total energy ... -107969.5011 eV
HOMO energy ... -8.018 eV
Maximum force ... 2.6 eV/A
SMILES ... CC1(C)CCCC(C)(C)N1O.CC1(C)CCCC(C)(C)N1O.CC1(C)CCCC(C)(C)N1O.CC1(C)CCCC(C)(C)N1O.CC1(C)CCCC(C)(C)N1O.CC1(C)CCCC(C)(C)N1O.CC1(C)CCCC(C)(C)N1O.COC[C@H](C)N.COC[C@H](C)N